(1)
{"formula": "C6H10N2", "method": "the ωB97M-V functional and the def2-TZVPD basis", "orbital_gap_ha": [0.3149, 0.3148], "energy_ha": -343.92175, "multiplicity": 1, "e_above_lowest_kj_mol": 564.4, "total_charge": 0, "e_homo_ev": [-7.56, -7.56], "elements": ["H", "C", "H", "H", "H", "C", "H", "H", "N", "C", "H", "N", "H", "H", "C", "C", "C", "H"], "coordinates": [[0.363, -2.306, 1.728], [-1.855, 0.460, -0.348], [2.611, -0.785, 0.214], [-2.430, -0.327, 0.153], [0.971, 2.989, -2.269], [0.593, -0.195, 0.429], [0.194, 1.306, -2.470], [-1.966, 0.364, -1.431], [-1.370, -2.390, 0.585], [-0.332, -1.832, 1.013], [-1.626, -3.261, 1.065], [0.551, 1.987, -0.517], [2.077, -0.566, 1.890], [-2.292, 1.412, -0.034], [1.989, -0.175, 0.873], [0.596, 2.073, -1.775], [-0.443, 0.397, 0.026], [2.368, 0.849, 0.869]], "forces_ev_per_a": [[-0.3, 0.1, 0.2], [-0.4, 0.0, 0.3], [0.0, 0.1, 0.1], [0.3, 0.0, -0.3], [0.3, -0.4, 0.3], [-2.6, -6.0, 2.5], [0.0, 0.2, 0.2], [0.0, 0.0, 0.1], [-0.1, 0.7, 0.0], [2.5, 0.7, -0.4], [0.4, 0.3, -0.1], [-2.0, -1.0, 0.0], [-0.1, 0.0, -0.1], [0.3, 0.0, -0.1], [0.3, 0.3, -0.2], [-0.5, -0.1, 0.1], [2.1, 5.2, -2.5], [0.0, -0.1, -0.1]]}

(2)
{"formula": "C12H27ClIO2P2Ru", "method": "the ωB97M-V functional and the def2-TZVPD basis", "orbital_gap_ha": [0.2394, 0.2014], "energy_ha": -2158.47755, "multiplicity": 6, "e_above_lowest_kj_mol": 528.7, "total_charge": 2, "e_homo_ev": [-15.28, -15.37], "elements": ["H", "H", "Cl", "H", "H", "C", "C", "H", "H", "C", "H", "Ru", "H", "C", "C", "H", "P", "C", "H", "H", "O", "H", "C", "H", "H", "H", "H", "H", "P", "O", "H", "C", "C", "H", "H", "C", "H", "I", "H", "H", "C", "H", "H", "H", "C", "H"], "coordinates": [[-2.241, 1.985, -1.294], [-0.690, -4.092, 4.077], [-3.226, -0.115, -0.107], [-0.687, 2.887, -1.103], [-0.583, -1.338, -0.731], [1.727, -0.477, 4.549], [-0.280, -3.070, 4.034], [0.423, -3.117, 1.993], [-1.287, -2.931, 2.073], [1.483, -0.504, 3.052], [2.752, -0.111, 4.615], [-0.983, 0.020, 0.178], [0.557, -2.777, 0.259], [-2.822, -0.340, 3.455], [2.087, -1.120, -1.289], [-0.923, 0.345, 4.358], [-0.360, 0.624, -1.894], [-1.258, 2.196, -1.765], [1.819, 0.059, -2.653], [0.291, -2.737, -1.653], [3.192, -1.186, -1.610], [-3.290, -0.286, 2.454], [-0.359, -2.628, 2.570], [1.730, -1.455, 5.074], [-2.143, -0.754, -2.812], [-0.543, -1.272, -3.436], [-2.912, -1.372, 3.853], [-3.401, 0.363, 4.084], [-0.288, -0.760, 2.239], [2.351, -0.146, 0.822], [1.059, 0.993, -3.854], [0.467, -2.103, -0.762], [-1.352, 0.152, 3.374], [0.745, -3.212, 4.443], [2.125, -1.251, 2.559], [1.393, 0.189, 0.240], [1.662, 1.811, -2.318], [4.121, 1.573, -0.848], [-1.391, 1.125, 2.872], [-1.311, 0.212, -4.094], [-1.165, -0.390, -3.178], [1.774, 0.491, 2.667], [-0.854, -2.402, 4.707], [-1.407, 2.659, -2.758], [1.176, 0.942, -2.780], [1.084, 0.274, 5.026]], "forces_ev_per_a": [[0.5, 0.4, -0.5], [-0.2, 0.5, 0.1], [1.0, -0.1, 0.2], [-0.4, -0.3, -0.5], [2.4, -2.7, -0.9], [-0.3, -0.3, 0.3], [0.0, -0.4, 0.5], [0.3, 0.1, 0.1], [-0.1, -0.2, 0.4], [-0.5, 0.7, -1.0], [0.0, 0.1, 0.2], [1.1, 0.8, 1.0], [0.2, 2.1, -2.9], [-0.1, 0.1, -0.1], [0.2, -0.7, 0.3], [0.2, -0.4, -0.1], [-1.6, 1.4, -4.2], [-0.2, 0.5, 0.2], [-0.2, 1.0, -0.5], [0.1, 0.4, 0.5], [-1.8, -1.4, 0.5], [0.2, -0.3, 0.6], [-0.7, 0.8, -0.7], [-0.4, 0.8, -0.4], [0.4, 0.2, -0.3], [-0.3, 0.5, 0.1], [0.0, 0.7, -0.2], [0.4, -0.5, -0.1], [1.8, -2.3, 4.4], [-2.6, 1.9, -2.0], [-0.6, 0.5, -0.2], [-0.6, -1.8, 1.2], [-1.4, 0.3, -0.1], [-0.6, 0.5, -0.6], [-0.4, 0.2, 0.4], [2.4, -1.3, 2.0], [0.1, -0.3, -0.5], [0.8, 0.8, 0.0], [0.0, 0.3, 0.2], [0.1, -0.2, 0.5], [-0.7, -0.5, 0.1], [0.0, -0.5, 0.6], [0.3, -0.5, -0.3], [0.1, -0.1, 0.4], [0.8, -0.1, 1.2], [0.2, -0.4, 0.2]]}

(3)
{"formula": "C68H69AsCsF12N8O4PS4", "method": "the ωB97M-V functional and the def2-TZVPD basis", "orbital_gap_ha": 0.1831, "energy_ha": -8760.22541, "multiplicity": 1, "total_charge": -2, "e_homo_ev": -2.03, "elements": ["C", "C", "C", "H", "C", "C", "S", "H", "F", "H", "H", "H", "F", "C", "F", "C", "H", "H", "H", "N", "C", "H", "C", "H", "H", "C", "H", "F", "C", "H", "C", "F", "H", "C", "H", "C", "N", "H", "C", "H", "C", "C", "O", "H", "N", "C", "C", "F", "H", "C", "H", "N", "H", "H", "C", "H", "Cs", "H", "C", "C", "C", "H", "C", "H", "H", "C", "P", "H", "C", "N", "C", "O", "C", "C", "C", "H", "H", "H", "C", "C", "H", "C", "H", "C", "H", "H", "C", "C", "C", "H", "C", "C", "C", "H", "H", "H", "S", "H", "H", "C", "C", "C", "C", "H", "H", "C", "H", "H", "As", "F", "F", "H", "H", "H", "F", "C", "H", "H", "H", "C", "N", "H", "H", "H", "C", "H", "C", "C", "H", "S", "N", "C", "C", "F", "O", "F", "C", "C", "C", "C", "H", "H", "C", "S", "H", "H", "H", "H", "H", "O", "H", "C", "H", "C", "C", "F", "C", "H", "C", "H", "C", "C", "N", "C", "H", "H", "C", "C"], "coordinates": [[6.270, 2.346, 2.921], [-3.295, -0.754, -4.700], [5.752, 3.359, 0.727], [5.532, 2.349, -3.951], [7.342, -1.394, 6.894], [-0.492, 4.832, -2.376], [0.415, -2.931, -1.789], [4.905, 3.431, 0.046], [2.051, -6.597, -0.399], [1.117, -0.004, -5.875], [7.950, -1.337, 7.789], [2.703, 0.769, -6.025], [-1.665, 6.487, -0.440], [4.368, 0.423, 5.366], [1.755, 4.825, 0.563], [-2.951, -2.088, -4.851], [6.170, 2.108, 5.054], [0.953, -3.072, 1.536], [-0.748, -5.032, 2.076], [4.538, 1.206, 4.149], [5.765, -1.548, 4.617], [3.048, -1.632, -6.003], [-4.828, 0.552, 0.488], [2.652, -4.118, 2.980], [-1.757, 1.997, 2.030], [-1.313, 5.245, -0.024], [6.966, 3.185, 2.935], [2.076, 5.228, -1.534], [-0.612, -2.743, 4.513], [-2.857, -2.381, -0.541], [-3.719, -2.907, -5.660], [0.246, 4.057, -3.181], [-1.221, -6.904, 0.568], [3.930, -4.446, -0.484], [-6.498, -2.720, 4.941], [2.161, -5.746, -1.474], [5.320, 2.531, 1.845], [-6.015, -0.645, -6.706], [-3.751, 0.160, -1.488], [3.288, 2.466, -2.898], [1.977, -3.142, -1.160], [-1.798, -3.575, 0.886], [-2.693, 1.645, -3.856], [0.089, 2.137, -5.184], [-3.769, 0.067, -0.130], [-1.332, -4.854, 1.182], [-1.611, -5.919, 0.337], [-2.433, 4.508, -0.026], [6.853, 1.426, 2.793], [-2.993, 2.307, 3.813], [-5.634, -4.571, 3.540], [-1.917, 0.307, 3.211], [2.281, -4.258, 5.434], [5.554, -3.296, 0.354], [-2.378, -5.724, -0.802], [4.544, -1.014, -5.299], [-0.347, 0.921, -1.290], [0.412, 2.774, 1.716], [6.296, -0.500, 6.708], [-2.538, -3.385, -0.281], [0.004, 1.483, 4.921], [5.151, 0.781, -4.660], [-1.740, 1.747, 3.096], [4.310, -1.145, 0.018], [3.411, -0.094, 5.291], [-2.837, -4.453, -1.111], [-1.638, -2.036, 1.912], [-4.622, 0.819, -5.220], [1.754, 0.793, -5.484], [-4.831, 0.560, -2.215], [7.608, -2.360, 5.937], [-0.948, -0.051, -3.861], [1.741, -3.730, 3.422], [0.360, -3.300, 5.334], [2.945, -1.387, -3.845], [7.015, -3.188, 4.047], [-5.277, -0.560, 4.983], [0.283, 0.467, 4.637], [9.166, 1.702, -1.305], [-5.921, 1.105, -0.168], [4.332, 1.116, 6.211], [1.173, 5.337, -0.535], [1.610, 2.611, 3.006], [-3.924, -3.479, 2.870], [4.431, -5.403, -0.387], [2.138, -2.112, -3.732], [6.815, -2.433, 4.798], [0.783, -3.147, 2.607], [8.197, 3.400, 0.093], [-3.456, -3.951, -5.790], [-0.170, 4.538, -0.857], [3.858, -2.096, -0.256], [-0.416, 2.261, 3.671], [-2.594, -6.559, -1.458], [-1.533, -2.379, 4.955], [5.984, 4.357, 1.109], [3.325, 1.596, 0.384], [0.193, -3.357, 6.404], [-4.819, 0.477, 1.575], [1.534, -3.806, 4.792], [6.830, 1.615, -0.739], [3.668, 1.499, -3.241], [-4.388, -0.227, -5.364], [6.095, 0.257, 7.458], [7.814, 0.174, -1.976], [-3.073, 0.077, 3.667], [4.286, 2.225, -5.196], [10.263, 3.352, -0.485], [2.044, 0.370, -3.577], [1.012, -5.828, -2.128], [1.021, 6.667, -0.299], [0.929, 2.376, -6.729], [-2.077, -2.464, -4.329], [4.108, -2.708, -5.090], [-0.932, 5.365, 1.273], [-3.716, -1.237, 3.688], [-3.576, -4.302, 2.263], [5.861, 1.139, -0.811], [8.425, -3.057, 6.076], [9.300, 2.863, -0.559], [2.644, -2.020, -0.757], [-3.406, -4.286, -2.019], [-0.801, 1.425, 5.660], [-6.763, 1.526, 0.362], [-5.582, -2.595, 4.377], [-5.585, -4.192, -6.904], [5.497, 2.287, 4.214], [-4.900, -1.396, 4.408], [-6.708, 1.361, -2.161], [-2.334, 0.268, -3.595], [-5.603, -3.219, -7.161], [3.706, -1.692, -5.134], [6.953, 2.788, 0.007], [-0.238, 6.127, -2.733], [-3.814, 1.154, 4.070], [-1.781, 4.604, -2.662], [-4.837, -2.394, -6.318], [-5.157, -1.044, -6.176], [-3.193, -2.289, 2.899], [4.716, 1.722, -4.327], [5.136, -1.622, 3.739], [3.599, -1.514, -2.980], [1.066, 2.144, -5.669], [2.773, -0.305, 2.920], [10.023, 1.287, -1.820], [-3.553, 3.011, 3.200], [-6.541, -2.886, -7.306], [8.307, 4.314, 0.669], [0.863, 1.969, 5.389], [-0.064, 3.277, -0.560], [-0.586, 3.310, 3.942], [3.905, 0.893, 2.976], [1.660, 2.945, -5.221], [-0.413, -2.663, 3.138], [0.678, 2.202, 2.605], [3.093, -6.360, -2.287], [5.493, -0.569, 5.575], [0.843, 1.167, 2.304], [4.558, -3.283, -0.072], [4.986, 3.246, 4.371], [-5.866, 1.036, -1.552], [-5.092, -3.634, 3.597], [-2.617, -0.202, -2.099], [4.240, 1.687, 1.759], [-2.735, 2.779, 4.766], [4.132, 1.027, -2.370], [7.928, 1.079, -1.392], [2.662, -4.403, -1.043]], "forces_ev_per_a": [[0.0, 0.0, 0.3], [0.1, 0.2, 0.3], [0.0, -0.1, -0.1], [0.0, 0.0, 0.0], [0.1, -0.1, 0.0], [0.1, 0.1, -0.1], [-0.1, 0.0, 0.1], [0.0, 0.1, 0.0], [0.0, 0.1, -0.1], [0.0, 0.0, 0.0], [0.0, 0.0, 0.0], [0.0, -0.1, 0.0], [0.1, -0.2, 0.1], [-0.1, 0.0, 0.0], [-0.1, 0.1, -0.2], [0.1, 0.0, 0.1], [0.0, 0.0, 0.0], [0.0, 0.0, 0.0], [0.0, 0.0, 0.0], [0.1, 0.0, -0.4], [-0.1, 0.0, 0.0], [0.1, 0.0, 0.0], [-0.1, 0.0, 0.1], [0.0, 0.0, 0.0], [-0.1, 0.0, 0.0], [-0.1, -0.1, 0.2], [0.0, 0.0, -0.1], [-0.1, 0.0, 0.2], [0.0, 0.1, 0.0], [0.0, 0.0, 0.0], [0.0, 0.0, 0.0], [-0.1, 0.1, 0.1], [0.0, 0.0, 0.0], [-0.1, 0.0, -0.1], [0.0, 0.0, 0.0], [0.0, -0.3, 0.0], [-0.2, -0.4, 0.1], [0.0, 0.0, 0.0], [-0.8, 0.1, 0.0], [0.0, 0.0, 0.1], [0.0, -0.3, -0.2], [-0.1, 0.1, 0.1], [-0.2, 0.0, 0.0], [0.0, 0.1, 0.0], [0.2, 0.1, -0.2], [-0.1, 0.0, -0.1], [0.0, 0.0, 0.0], [0.2, 0.1, 0.0], [0.0, 0.0, 0.0], [0.3, 0.1, -0.1], [0.0, 0.0, 0.0], [0.1, -0.3, 0.1], [0.0, 0.0, 0.0], [0.0, 0.0, 0.0], [0.0, 0.0, 0.0], [0.0, 0.0, -0.1], [1.4, -1.1, 1.6], [0.0, 0.0, 0.0], [-0.1, 0.0, 0.0], [0.0, 0.0, 0.0], [-0.1, 0.1, -0.1], [0.0, 0.0, 0.0], [-0.2, 0.3, 0.2], [0.0, 0.0, 0.1], [0.0, 0.0, 0.0], [-0.1, 0.0, -0.1], [0.1, -0.7, -0.5], [0.0, 0.0, 0.0], [-0.1, 0.2, 0.0], [0.1, 0.0, 0.1], [0.0, 0.0, 0.0], [-0.2, -0.4, -0.4], [0.1, 0.1, 0.0], [0.0, 0.0, 0.1], [0.0, 0.0, -0.1], [0.0, 0.0, 0.0], [0.0, 0.0, 0.0], [0.0, 0.0, 0.1], [0.0, 0.0, 0.0], [0.1, 0.0, 0.0], [0.0, 0.0, 0.0], [0.1, -0.1, 0.2], [0.1, -0.1, -0.1], [0.1, 0.0, 0.0], [0.0, 0.0, 0.0], [0.0, 0.0, 0.1], [0.0, 0.0, 0.0], [0.1, 0.1, -0.1], [0.0, 0.0, 0.0], [0.0, 0.0, 0.0], [0.1, 1.1, 0.0], [-0.1, -0.1, 0.1], [0.1, -0.1, -0.1], [0.0, 0.0, 0.0], [0.0, 0.0, 0.0], [0.0, 0.0, 0.0], [0.1, -0.1, 0.7], [0.0, 0.0, 0.0], [0.0, 0.0, 0.0], [0.0, 0.0, 0.0], [0.0, 0.0, 0.0], [-0.1, 0.0, -0.1], [0.0, 0.0, 0.0], [0.0, 0.0, 0.0], [0.0, 0.0, 0.0], [0.4, 0.3, -0.1], [0.0, 0.0, 0.0], [0.0, 0.0, 0.0], [1.1, -0.3, -0.6], [0.1, 0.1, 0.1], [0.0, -0.2, -0.1], [0.0, 0.0, 0.0], [0.0, -0.1, 0.0], [0.0, 0.0, 0.0], [-0.1, 0.0, -0.2], [-0.1, -0.3, -0.1], [0.0, 0.0, 0.0], [0.0, 0.0, 0.0], [0.0, 0.0, 0.0], [0.0, 0.0, 0.0], [0.1, 0.1, 0.2], [0.0, 0.0, 0.0], [0.0, 0.0, 0.0], [0.0, 0.0, 0.0], [-0.1, -0.1, 0.0], [0.0, 0.0, 0.0], [0.1, 0.1, -0.1], [0.1, 0.1, 0.0], [0.0, 0.0, 0.0], [-0.5, -0.1, -0.6], [0.1, 0.0, -0.1], [-0.1, 0.1, 0.1], [0.0, 0.0, 0.1], [-0.1, -0.4, 0.0], [-0.3, 0.0, -0.1], [0.2, 0.0, 0.0], [0.0, 0.1, 0.0], [0.0, -0.1, -0.1], [-0.1, 0.5, 0.4], [-0.1, 0.0, 0.1], [0.0, 0.0, -0.1], [-0.1, 0.0, 0.0], [0.1, -0.1, 0.1], [0.5, -0.2, -0.2], [0.0, 0.0, 0.0], [0.0, 0.0, 0.0], [-0.1, 0.0, 0.0], [0.0, 0.0, 0.0], [0.0, 0.0, 0.0], [0.1, 1.5, 0.2], [0.0, 0.0, 0.0], [-0.6, -0.9, 1.1], [0.0, 0.0, 0.0], [-0.1, -0.1, 0.0], [-0.3, 0.2, 0.2], [-0.1, 0.0, 0.1], [0.1, 0.1, -0.1], [0.0, 0.1, 0.0], [0.2, -0.1, 0.1], [0.0, 0.0, 0.1], [0.0, 0.0, 0.0], [-0.1, 0.0, 0.0], [-0.8, -0.5, -0.8], [0.1, 0.9, -1.4], [-0.1, -0.1, 0.0], [0.0, 0.0, 0.0], [0.0, 0.0, 0.0], [0.0, 0.4, 0.1]]}